[1]
C41H33N3P2ReS3 | ωB97M-V/def2-TZVPD

Electronic energy = -100720.15137 eV
HOMO-LUMO gap (alpha / beta) = 5.330 / 4.771 eV
Expectation value of S² = 3.807
LUMO energy (alpha / beta) = -7.66 / -8.22 eV

```
! wB97M-V def2-TZVPD RIJCOSX def2/J DEFGRID3
* xyz 2 4
Re -0.1101 -0.2481 -0.8770
S -1.6792 -1.4341 -2.0825
C -2.6804 -0.1622 -2.7099
C -3.5201 -0.4997 -3.8182
N -4.1382 -0.7922 -4.7400
C -2.6456 1.0838 -2.1683
S -1.6269 1.4444 -0.8145
C -3.4678 2.1518 -2.6503
N -4.1023 3.0194 -3.0527
N 1.6848 -0.5449 -1.7105
S 2.1794 -0.4807 -3.2970
C 1.5430 1.0250 -3.9476
C 0.1725 1.2500 -4.0645
C -0.2617 2.4733 -4.5383
C 0.6681 3.4456 -4.9027
C 2.0285 3.2035 -4.7952
C 2.4809 1.9820 -4.3112
C 1.2598 -1.7728 -4.1005
C 1.2575 -3.0172 -3.4785
C 0.6276 -4.0743 -4.1118
C 0.0234 -3.8859 -5.3490
C 0.0589 -2.6447 -5.9661
C 0.6889 -1.5721 -5.3491
H 2.5072 -0.6256 -1.1172
H -0.5388 0.4679 -3.8302
H -1.3206 2.6679 -4.6455
H 0.3223 4.3956 -5.2857
H 2.7413 3.9601 -5.0898
H 3.5400 1.7811 -4.2209
H 1.7309 -3.1599 -2.5150
H 0.6109 -5.0472 -3.6413
H -0.4691 -4.7143 -5.8388
H -0.4027 -2.5041 -6.9329
H 0.7263 -0.6101 -5.8396
C 0.2197 0.2081 2.9623
P 0.9379 -0.2122 1.3517
C 2.6179 0.4374 1.3951
C 2.9657 1.5123 0.5767
C 4.2208 2.0919 0.6899
C 5.1280 1.6019 1.6183
C 4.7828 0.5384 2.4435
C 3.5291 -0.0397 2.3410
C 0.9908 -2.0094 1.1139
C 2.1693 -2.7168 0.8534
C 2.1079 -4.0590 0.5214
C 0.8780 -4.7046 0.4238
C -0.2970 -4.0107 0.6620
C -0.2489 -2.6640 1.0033
P -1.5413 -0.3200 3.3516
C -2.4996 0.9742 2.4918
C -3.6831 0.5648 1.8803
C -4.5098 1.4850 1.2452
C -4.1499 2.8238 1.2077
C -2.9730 3.2465 1.8198
C -2.1603 2.3295 2.4652
C -1.5471 0.2543 5.0888
C -0.6234 -0.2766 5.9907
C -0.6552 0.0863 7.3270
C -1.6238 0.9691 7.7843
C -2.5642 1.4775 6.9022
C -2.5292 1.1225 5.5608
H 0.3747 1.2821 3.0923
H 0.8758 -0.3099 3.6684
H 2.2541 1.9108 -0.1395
H 4.4863 2.9313 0.0627
H 6.1046 2.0568 1.7092
H 5.4877 0.1662 3.1736
H 3.2639 -0.8565 3.0021
H 3.1305 -2.2253 0.9165
H 3.0220 -4.6091 0.3458
H 0.8410 -5.7547 0.1699
H -1.2511 -4.5157 0.6024
H -1.1704 -2.1412 1.2454
H -3.9682 -0.4803 1.9177
H -5.4360 1.1588 0.7915
H -4.7931 3.5430 0.7188
H -2.7055 4.2942 1.8117
H -1.2738 2.6814 2.9802
H 0.1136 -1.0022 5.6657
H 0.0684 -0.3296 8.0146
H -1.6523 1.2486 8.8282
H -3.3298 2.1539 7.2562
H -3.2737 1.5255 4.8874
*
```

[2]
C5H9IN2O4S | ωB97M-V/def2-TZVPD

Electronic energy = -35433.91614 eV
HOMO-LUMO gap = 8.418 eV
LUMO energy = -0.98 eV

```
! wB97M-V def2-TZVPD RIJCOSX def2/J DEFGRID3
* xyz 0 1
C -0.0121 -1.3204 0.9993
C -1.2201 -0.7235 0.1939
C -0.1979 0.3394 -0.1730
C -0.2903 1.6429 0.6976
C 0.0893 0.8414 -1.5596
N 0.8623 -0.4382 0.4865
N -1.4662 -1.7089 -1.0133
O 3.4295 -0.6760 0.5016
O -0.0648 -2.2203 1.7845
O 2.5045 1.5070 0.4844
O 2.1525 0.2097 2.5497
S 2.5024 0.2243 1.1321
I -3.1640 -0.3234 0.9018
H 0.3293 2.4599 0.2406
H 0.0509 1.2970 1.7938
H -1.3827 2.0382 0.7583
H -0.7744 1.3384 -2.0615
H 0.2250 -0.1467 -2.1565
H 0.9680 1.5744 -1.5433
H -0.7574 -1.5617 -1.7454
H -2.4132 -1.5986 -1.4548
H -1.3704 -2.7550 -0.8167
*
```